Entry 1:
Computed, not measured: 6 unconnected molecules or ions with the total composition C5H20O6S2 in a non-equilibrium geometry, with wB97M-V/def2-TZVPD.

```
33
Properties=species:S:1:pos:R:3:mulliken_charge:R:1
C -1.4003 -2.0971 -0.4402 -0.30
C -0.4405 -3.1698 0.0083 -0.51
S 1.0172 -2.6047 0.9834 -0.11
S 2.5397 -1.6585 -0.0311 -0.06
C 1.8285 0.0417 -0.3505 0.34
C 2.0194 0.9544 0.8404 -0.45
C 1.1106 0.6344 2.0104 -0.11
O -0.0101 1.0947 1.9911 -0.43
H -0.8285 -1.1982 -0.7077 -0.54
H -1.9586 -1.6634 0.3771 0.32
H -1.9622 -2.3662 -1.3421 0.35
H -1.0040 -3.9004 0.5685 0.38
H 0.0978 -3.6113 -0.8460 0.28
H 2.2801 0.4766 -1.2373 0.36
H 0.8137 -0.2207 -0.6015 -0.52
H 1.9042 1.9680 0.4731 0.32
H 3.0242 0.9051 1.2871 0.29
H 1.5920 0.1086 2.8406 0.38
O -2.1658 3.4198 1.4414 -0.63
H -2.0138 2.5312 1.7865 0.30
H -1.4862 4.0328 1.1475 0.29
O 0.7064 -0.4089 -3.1739 -0.59
H 1.6224 -0.3023 -3.4356 0.29
H 0.2216 0.2118 -3.7479 0.32
O -3.7009 0.8519 1.1473 -0.60
H -3.5940 0.5244 2.0607 0.32
H -4.1966 1.6614 1.3695 0.29
O -1.5973 1.5611 -1.0268 -0.47
H -1.6985 1.8321 -0.1060 0.34
H -1.7814 0.6147 -0.9750 0.17
O -1.3866 3.6212 -2.7843 -0.60
H -1.0650 3.6504 -1.8670 0.30
H -2.1503 3.0415 -2.8436 0.30
```

Computed properties:
**Frontier orbital gap**: 9.078 eV
**Maximum force**: 2.32 eV Å⁻¹
**E_HOMO**: -0.31962 hartree

=====

Entry 2:
Computed, not measured: 7 unconnected molecules or ions with the total composition C5H21NO6 in a non-equilibrium geometry, with wB97M-V/def2-TZVPD.

```
33
Properties=species:S:1:pos:R:3:mulliken_charge:R:1
C -1.3806 -1.8144 -1.3456 -0.81
C -1.0393 -2.0544 -0.0920 -0.04
C 0.3743 -2.1538 0.3857 -0.52
C 0.6959 -1.4432 1.4607 -0.14
C 2.1096 -1.1904 1.9110 -0.71
N 2.2371 0.1461 2.4786 -0.45
H -2.4495 -1.8428 -1.5192 0.32
H -0.6939 -1.6455 -2.1591 0.35
H -1.7264 -2.2247 0.7309 0.33
H 1.0585 -2.8105 -0.1386 0.44
H -0.0167 -0.9270 2.0971 0.22
H 2.5106 -2.0138 2.5257 0.36
H 2.7957 -1.3058 1.0714 0.35
H 1.6215 0.2362 3.2739 0.20
H 3.2114 0.3862 2.5571 0.19
O 0.7465 -0.3564 -3.7315 -0.66
H -0.1828 -0.1331 -3.7774 0.30
H 1.2275 -0.0172 -2.9803 0.32
O 0.6734 2.0116 -2.3520 -0.51
H 1.1582 2.4414 -3.0765 0.26
H 1.1967 2.4232 -1.6677 0.26
O -0.9033 1.2545 3.4447 -0.62
H -1.1334 1.6280 2.5936 0.29
H -1.5028 0.5700 3.7395 0.31
O -2.1360 1.2950 0.2188 -0.63
H -2.6310 2.1142 0.1077 0.31
H -1.2125 1.5812 0.3692 0.38
O -2.3153 0.6487 -2.6755 -0.64
H -2.7779 0.5426 -1.8374 0.30
H -1.6841 1.3546 -2.4905 0.31
O 0.5564 1.5026 0.1943 -0.79
H 0.5265 0.6392 -0.2569 0.34
H 1.0857 1.1576 0.9404 0.38
```

Computed properties:
**ΔE to the lowest compared entry with this formula, charge and spin**: 45.79 kcal/mol
**Frontier orbital gap**: 9.240 eV
**Maximum force**: 1.92 eV Å⁻¹
**E_HOMO**: -0.32505 hartree

=====

Entry 3:
Computed, not measured: 6 unconnected molecules or ions with the total composition C5H21NO7 in a non-equilibrium geometry, with wB97M-V/def2-TZVPD.

```
34
Properties=species:S:1:pos:R:3:mulliken_charge:R:1
C 0.6710 -0.8172 1.5017 -0.82
N 1.6331 0.1398 0.9442 -0.15
C 1.7663 0.5564 -0.3714 0.38
O 2.6083 1.4156 -0.6082 -0.73
C 0.9202 -0.0367 -1.4509 -0.58
C -0.4485 0.6383 -1.5599 0.16
C -0.3433 2.1487 -1.7787 -0.63
O 0.6977 2.5110 -2.6632 -0.57
H 1.1577 -1.4623 2.2348 0.42
H -0.1616 -0.3186 1.9898 0.20
H 0.2346 -1.4590 0.7493 0.14
H 2.2746 0.5477 1.6081 0.29
H 1.4514 0.0910 -2.3911 0.39
H 0.7897 -1.1118 -1.3394 0.33
H -1.0598 0.4217 -0.6810 -0.15
H -0.9819 0.1747 -2.3911 0.44
H -0.2702 2.6904 -0.8346 0.22
H -1.2512 2.5083 -2.2739 0.43
H 1.5399 2.3615 -2.2408 0.35
O 1.9284 -3.2016 -0.1196 -0.60
H 2.6474 -3.6328 -0.5930 0.30
H 2.2523 -2.2908 0.0709 0.29
O -0.3139 2.4605 1.9344 -0.65
H -0.1430 2.9108 2.7707 0.26
H 0.4616 1.9229 1.7102 0.33
O -0.9952 -2.8851 -1.1061 -0.65
H -1.4718 -2.4330 -0.3657 0.39
H -0.2235 -3.2752 -0.7139 0.30
O -2.6928 1.0037 1.5334 -0.73
H -1.8617 1.5182 1.7208 0.35
H -3.1876 1.5131 0.8541 0.32
O -2.1859 -1.7092 1.1694 -0.68
H -2.4188 -0.7497 1.2892 0.35
H -3.0236 -2.1513 1.4015 0.30
```

Computed properties:
**ΔE to the lowest compared entry with this formula, charge and spin**: 8.66 kcal/mol
**Frontier orbital gap**: 10.060 eV
**Maximum force**: 1.31 eV Å⁻¹
**E_HOMO**: -0.36435 hartree

=====

Entry 4:
Computed, not measured: 7 unconnected molecules or ions with the total composition C5H21NO8 in a non-equilibrium geometry, with wB97M-V/def2-TZVPD.

```
35
Properties=species:S:1:pos:R:3:mulliken_charge:R:1
O 0.0541 -4.7479 -1.0349 -0.47
C -0.8084 -3.9055 -1.0864 -0.15
C -0.5574 -2.5017 -0.6238 -0.23
C -0.4151 -2.2643 0.8979 -0.70
C 1.0550 -2.2608 1.3298 -0.69
N 1.6795 -1.0512 0.8062 0.18
C 2.9766 -0.7097 0.8512 -0.03
O 3.4039 0.3428 0.4139 -0.58
H -1.8042 -4.1565 -1.4887 0.35
H 0.4083 -2.1156 -0.9712 0.27
H -1.2424 -1.7737 -1.0601 0.29
H -0.9597 -1.3500 1.1362 0.22
H -0.9772 -3.0121 1.4671 0.40
H 1.4639 -3.2061 0.9641 0.41
H 1.1273 -2.2557 2.4184 0.39
H 0.9943 -0.4189 0.4195 0.03
H 3.6351 -1.5040 1.2390 0.35
O 1.1681 2.6074 0.6183 -0.55
H 1.9266 2.6650 1.1935 0.25
H 0.9979 1.7028 0.3296 0.34
O 1.0192 3.5428 -1.9645 -0.62
H 1.8978 3.3718 -2.3202 0.30
H 1.1997 4.0384 -1.1601 0.29
O -2.3281 1.3915 1.9991 -0.62
H -3.2082 1.0392 2.0438 0.29
H -2.0550 2.2859 1.7370 0.35
O -3.6966 1.4913 -1.6062 -0.61
H -2.9644 2.0370 -1.3210 0.30
H -4.4204 1.9934 -1.9705 0.28
O -1.3892 3.2419 0.3478 -0.59
H -1.6686 3.7725 -0.3953 0.27
H -0.5030 3.5216 0.6440 0.29
O -0.3990 0.6770 -0.6299 -0.46
H -0.1171 1.2986 -1.2957 0.26
H -1.3312 0.5581 -0.4437 0.17
```

Computed properties:
**ΔE to the lowest compared entry with this formula, charge and spin**: 52.35 kcal/mol
**Frontier orbital gap**: 9.853 eV
**Maximum force**: 2.30 eV Å⁻¹
**E_HOMO**: -0.35384 hartree